{
  "formula": "C38H38N4O5",
  "method": "ωB97M-V/def2-TZVPD",
  "elements": ["C", "N", "C", "O", "C", "C", "C", "C", "N", "C", "C", "C", "C", "C", "C", "N", "C", "C", "C", "C", "C", "C", "C", "C", "C", "C", "C", "C", "C", "C", "C", "C", "N", "C", "C", "C", "O", "O", "C", "C", "C", "O", "C", "O", "C", "C", "C", "H", "H", "H", "H", "H", "H", "H", "H", "H", "H", "H", "H", "H", "H", "H", "H", "H", "H", "H", "H", "H", "H", "H", "H", "H", "H", "H", "H", "H", "H", "H", "H", "H", "H", "H", "H", "H", "H"],
  "positions_angstrom": [[-4.239, 3.765, -1.873], [-3.098, 3.025, -1.375], [-2.038, 3.599, -0.764], [-1.865, 4.854, -0.617], [-1.040, 2.520, -0.340], [-0.583, 2.554, 1.114], [0.223, 3.780, 1.379], [1.513, 4.064, 0.948], [1.815, 5.392, 1.248], [0.741, 5.954, 1.936], [0.533, 7.278, 2.334], [-0.723, 7.585, 2.889], [-1.724, 6.615, 3.019], [-1.522, 5.301, 2.567], [-0.269, 4.961, 2.047], [-1.753, 1.311, -0.707], [-1.121, 0.105, -0.592], [-1.633, -1.131, -0.814], [-0.842, -2.299, -0.314], [-1.727, -3.626, -0.527], [-1.488, -4.699, 0.353], [-2.303, -5.838, 0.395], [-3.412, -5.944, -0.464], [-3.732, -4.856, -1.290], [-2.901, -3.724, -1.323], [0.780, -2.389, -0.182], [1.321, -3.616, 0.565], [2.816, -3.741, 0.782], [3.452, -3.357, 1.986], [4.799, -3.665, 2.227], [5.525, -4.396, 1.267], [6.867, -4.867, 1.553], [7.954, -5.299, 1.785], [4.896, -4.780, 0.064], [3.531, -4.529, -0.130], [1.357, -2.525, -1.556], [1.296, -3.566, -2.164], [1.692, -1.297, -2.107], [2.642, -0.467, -1.348], [3.979, -1.118, -1.066], [2.712, 0.884, -2.046], [2.012, -0.189, -0.045], [1.471, -1.254, 0.609], [1.405, -1.258, 1.839], [-3.086, 1.569, -1.328], [-4.224, 1.059, -0.438], [-3.188, 0.966, -2.737], [-3.984, 4.821, -1.974], [-4.505, 3.350, -2.844], [-5.087, 3.645, -1.193], [-0.138, 2.625, -0.990], [-1.467, 2.558, 1.767], [0.000, 1.648, 1.330], [2.192, 3.423, 0.403], [2.683, 5.852, 1.020], [1.324, 8.003, 2.204], [-0.929, 8.604, 3.201], [-2.683, 6.876, 3.478], [-2.297, 4.537, 2.601], [-0.100, 0.181, -0.187], [-2.732, -1.315, -0.948], [-0.846, -2.196, 0.869], [-0.783, -4.584, 1.184], [-2.072, -6.667, 1.085], [-4.015, -6.857, -0.515], [-4.622, -4.892, -1.941], [-3.288, -2.846, -1.843], [0.891, -3.589, 1.548], [0.940, -4.505, 0.066], [2.882, -2.915, 2.814], [5.331, -3.336, 3.140], [5.498, -5.278, -0.711], [2.983, -5.016, -0.956], [3.893, -2.018, -0.454], [4.550, -1.370, -1.961], [4.606, -0.439, -0.481], [1.680, 1.260, -2.104], [3.305, 1.574, -1.433], [3.162, 0.806, -3.049], [-4.267, 1.639, 0.492], [-5.173, 1.201, -0.967], [-4.096, -0.001, -0.203], [-2.532, 1.528, -3.419], [-2.902, -0.093, -2.706], [-4.224, 1.073, -3.087]],
  "lowdin_charge": [0.00, -0.04, -0.32, 0.04, -0.18, -0.07, -0.18, -0.03, 0.07, -0.20, -0.02, -0.10, -0.10, -0.03, -0.14, 0.00, -0.07, -0.06, -0.11, -0.12, -0.06, -0.07, -0.09, -0.08, -0.04, -0.19, -0.11, -0.20, -0.01, -0.01, -0.24, -0.16, 0.14, -0.02, -0.02, -0.39, 0.16, 0.08, -0.46, 0.04, 0.03, 0.04, -0.39, 0.12, -0.46, 0.00, 0.00, 0.10, 0.09, 0.09, 0.16, 0.13, 0.12, 0.11, 0.15, 0.10, 0.09, 0.10, 0.11, 0.11, 0.08, 0.18, 0.10, 0.11, 0.10, 0.11, 0.09, 0.11, 0.12, 0.12, 0.13, 0.13, 0.13, 0.07, 0.11, 0.11, 0.09, 0.09, 0.11, 0.10, 0.08, 0.08, 0.10, 0.07, 0.08],
  "lumo_ev": -0.11,
  "homo_ev": -7.60,
  "spin_multiplicity": 1,
  "largest_force_ha_per_bohr": 0.093,
  "smiles": "CN1C(=O)[C@@H](Cc2c[nH]c3ccccc23)N(/C=C/[C@@H](c2ccccc2)C2(Cc3ccc(C#N)cc3)C(=O)OC(C)(C)OC2=O)C1(C)C",
  "homo_lumo_gap_ha": 0.27525
}